# 1
The following is a DFT calculation (ωB97M-V with the def2-TZVPD basis set) of 10 unconnected molecules or ions with the total composition C30H78F2O38P8 at a distorted geometry.

- SMILES: O=C1OC[C@@H](F)O1.O=C1OC[C@@H](F)O1.COP(=O)(OC)OC.COP(=O)(OC)OC.COP(=O)(OC)OC.COP(=O)(OC)OC.COP(=O)(OC)OC.COP(=O)(OC)OC.COP(=O)(OC)OC.COP(=O)(OC)OC
- Energy above the lowest of the compared OMol25 structures with the same formula, charge and spin: 0.0 kcal per mole
- F_max: 2.0 eV Å⁻¹
- LUMO level: 0.16 eV

Each line ends with the Mulliken charge.
Positions of all 156 atoms, in Å:
O  0.795  -4.705  -4.809  -0.5450
C  1.367  -4.558  -3.775  0.4722
O  0.921  -3.815  -2.753  0.0507
C  1.984  -3.754  -1.784  0.8616
C  3.130  -4.580  -2.323  0.5762
F  3.450  -5.598  -1.454  -0.3641
O  2.494  -5.216  -3.427  -0.3815
H  2.183  -2.684  -1.872  -1.1313
H  1.678  -4.065  -0.787  0.4984
H  4.048  -4.012  -2.474  0.0971
O  -1.316  -1.426  -1.053  -0.3605
C  -0.352  -1.089  -0.445  -1.0743
O  0.857  -1.028  -1.000  1.0157
C  1.806  -0.508  -0.096  0.9825
C  1.105  -0.858  1.226  -0.0516
F  1.409  -0.013  2.227  -0.0173
O  -0.259  -0.789  0.860  0.2370
H  2.744  -1.052  -0.176  -0.2111
H  2.011  0.560  -0.193  -0.9088
H  1.316  -1.889  1.518  0.1405
C  -2.794  5.345  2.193  -0.4299
O  -1.717  6.215  2.648  -0.4084
P  -0.427  5.636  3.401  0.5289
O  0.706  6.566  3.382  -0.7454
O  -0.998  5.213  4.836  -0.1817
C  -1.001  6.178  5.889  -0.7852
O  -0.286  4.239  2.666  0.6191
C  0.849  3.414  2.888  -0.3579
H  -3.685  5.932  2.395  0.2700
H  -2.775  4.408  2.743  0.1543
H  -2.632  5.221  1.126  0.2234
H  -0.995  5.643  6.838  0.1447
H  -1.882  6.808  5.744  0.3024
H  -0.088  6.780  5.874  0.3745
H  0.758  2.721  3.726  0.0586
H  1.836  3.876  2.895  0.5474
H  0.841  2.754  2.015  -0.2676
C  3.763  0.505  -6.041  -0.7978
O  4.041  0.213  -4.676  -0.2407
P  3.758  -1.285  -4.149  0.7409
O  4.614  -2.319  -4.730  -0.8586
O  3.844  -1.014  -2.554  0.4704
C  5.106  -1.190  -1.912  -0.7393
O  2.209  -1.513  -4.423  -0.3946
C  1.271  -0.472  -4.097  0.7194
H  3.109  -0.225  -6.524  0.3350
H  4.706  0.573  -6.581  0.2917
H  3.206  1.438  -6.142  0.1885
H  4.973  -0.840  -0.887  0.1727
H  5.895  -0.593  -2.372  0.2945
H  5.438  -2.229  -1.874  0.2378
H  0.457  -0.842  -3.484  -1.1611
H  0.853  -0.139  -5.048  0.4272
H  1.726  0.409  -3.645  0.2180
C  -4.359  1.021  -7.032  -0.6895
O  -4.169  -0.058  -6.090  -0.3258
P  -3.270  0.162  -4.828  -0.0734
O  -2.023  0.941  -4.985  -0.4331
O  -4.260  0.848  -3.791  -0.3371
C  -3.910  1.035  -2.432  -0.4088
O  -3.067  -1.304  -4.259  0.2921
C  -1.945  -2.084  -4.659  -0.3339
H  -5.425  1.240  -7.054  0.2692
H  -3.986  0.678  -7.993  0.2437
H  -3.835  1.913  -6.689  0.3122
H  -3.938  2.109  -2.231  0.3492
H  -2.975  0.575  -2.120  0.0014
H  -4.692  0.651  -1.772  0.2661
H  -1.217  -2.138  -3.849  -0.2992
H  -1.453  -1.705  -5.554  0.4534
H  -2.268  -3.109  -4.833  0.5048
C  3.664  4.623  0.824  -0.2181
O  4.936  4.038  1.057  -0.3463
P  5.129  2.501  1.436  0.3196
O  4.420  1.587  0.537  0.3127
O  6.727  2.388  1.503  -0.4154
C  7.438  2.860  0.336  -0.5938
O  4.758  2.451  2.993  -0.3514
C  4.200  1.327  3.680  -0.2507
H  2.886  3.856  0.767  -0.2660
H  3.601  5.079  -0.166  0.3115
H  3.366  5.383  1.544  0.4271
H  8.237  3.502  0.698  0.2668
H  6.799  3.435  -0.331  0.2228
H  7.851  2.021  -0.222  0.2755
H  3.159  1.623  3.839  -0.1289
H  4.704  1.165  4.628  0.3390
H  4.195  0.417  3.079  0.2512
C  0.048  3.001  -0.974  -0.6615
O  1.379  2.976  -1.505  0.6321
P  1.621  3.902  -2.805  0.2724
O  0.965  5.204  -2.721  -0.8126
O  3.195  3.982  -2.945  -0.4588
C  4.081  2.936  -2.582  0.1007
O  1.190  2.883  -3.961  0.0941
C  0.027  3.152  -4.751  -0.6051
H  0.131  3.467  0.006  0.1259
H  -0.338  1.990  -0.803  0.0656
H  -0.702  3.439  -1.631  0.4425
H  4.958  3.376  -2.110  0.2712
H  4.458  2.358  -3.431  0.1750
H  3.588  2.206  -1.940  -0.2516
H  -0.562  4.025  -4.467  0.3875
H  -0.651  2.298  -4.687  0.2038
H  0.318  3.282  -5.794  0.2792
C  -6.024  -5.450  -4.393  -0.7796
O  -4.849  -5.052  -3.693  -0.1278
P  -4.681  -5.577  -2.188  1.0017
O  -5.203  -6.923  -1.902  -0.7900
O  -5.269  -4.362  -1.362  -0.2846
C  -5.553  -4.427  0.026  -0.5531
O  -3.121  -5.442  -1.886  -0.3643
C  -2.369  -4.270  -2.195  -0.2076
H  -5.845  -5.355  -5.461  0.2221
H  -6.878  -4.805  -4.163  0.2841
H  -6.336  -6.457  -4.118  0.3595
H  -5.135  -5.317  0.508  0.3351
H  -6.631  -4.458  0.176  0.3583
H  -5.021  -3.604  0.501  0.0221
H  -1.724  -4.479  -3.046  0.1430
H  -1.822  -3.910  -1.328  0.1320
H  -3.000  -3.427  -2.493  0.2907
C  -3.030  -2.217  1.815  0.2782
O  -2.526  -3.512  2.172  0.4671
P  -1.696  -3.645  3.531  0.4609
O  -0.570  -2.711  3.665  -0.4341
O  -1.362  -5.177  3.524  -0.4267
C  -2.306  -6.224  3.405  -0.7325
O  -2.873  -3.477  4.625  -0.3969
C  -2.584  -2.790  5.846  -0.4500
H  -2.532  -1.390  2.320  -0.3786
H  -4.091  -2.069  2.031  0.3317
H  -2.886  -2.202  0.738  -0.1467
H  -2.131  -6.971  4.178  0.2663
H  -2.211  -6.746  2.450  0.2874
H  -3.327  -5.843  3.431  0.3009
H  -2.961  -3.347  6.701  0.3644
H  -2.998  -1.782  5.823  0.2070
H  -1.512  -2.675  5.995  0.0766
C  -0.354  3.052  7.815  -0.8942
O  -0.072  1.652  7.638  -0.3316
P  -1.045  0.871  6.651  0.7392
O  -2.498  0.982  6.884  -0.7455
O  -0.665  1.397  5.189  0.3468
C  -1.310  0.763  4.092  -0.6641
O  -0.541  -0.627  6.816  -0.2632
C  0.840  -0.913  6.623  -0.5070
H  -1.328  3.321  7.404  0.3381
H  0.384  3.625  7.252  0.3236
H  -0.316  3.317  8.867  0.3261
H  -1.968  1.494  3.604  0.2229
H  -2.112  0.095  4.423  0.1111
H  -0.610  0.341  3.381  0.1758
H  1.257  -0.410  5.748  0.1260
H  0.893  -1.985  6.420  0.2539
H  1.472  -0.733  7.494  0.2800



# 2
The following is a DFT calculation (ωB97M-V with the def2-TZVPD basis set) of 3 unconnected molecules or ions with the total composition C3H13N2O3S2 at a distorted geometry.

- Charge: +1
- Energy above the lowest of the compared OMol25 structures with the same formula, charge and spin: 0.0 kcal per mole
- F_max: 2.2 eV Å⁻¹
- LUMO level: -2.89 eV

Each line ends with the natural charge from an NBO analysis.
Positions of all 23 atoms, in Å:
S  2.823  0.402  1.607  -0.1223
S  1.284  -0.833  1.330  0.1025
C  0.333  -0.242  -0.143  -0.5891
C  -0.892  0.523  0.302  -0.1471
C  -1.674  1.096  -0.922  0.6518
N  -2.194  0.209  -1.777  -0.7989
O  -1.807  2.297  -0.982  -0.6248
N  -0.523  1.799  1.109  -0.6876
H  3.854  -0.020  0.913  0.1395
H  0.940  0.294  -0.859  0.2542
H  0.027  -1.194  -0.692  0.2984
H  -1.582  -0.117  0.989  0.2742
H  -2.079  -0.789  -1.633  0.4394
H  -2.675  0.563  -2.591  0.4234
H  -0.316  1.573  2.105  0.4457
H  0.309  2.222  0.681  0.4485
H  -1.273  2.473  1.112  0.4636
H  -1.617  -2.930  -0.340  0.4958
H  -3.012  -2.439  0.154  0.5027
O  -2.129  -2.123  -0.131  -0.9786
H  0.637  -1.122  -3.609  0.4944
H  0.887  -2.474  -2.853  0.4871
O  0.513  -1.605  -2.776  -0.9728



# 3
The following is a DFT calculation (ωB97M-V with the def2-TZVPD basis set) of a molecular structure, C2H8NO2 at a distorted geometry.

- Multiplicity: 3
- Charge: +1
- Energy above the lowest of the compared OMol25 structures with the same formula, charge and spin: 54.5 kcal per mole
- F_max: 9.1 eV Å⁻¹
- ⟨S²⟩: 2.005
- LUMO level (spin up / spin down): -3.68 / -7.17 eV

Each line ends with the Mulliken spin population.
Positions of all 13 atoms, in Å:
C  -1.369  -0.499  -0.410  1.0171
C  0.624  -0.370  0.030  0.6912
N  0.678  1.213  -0.073  0.0490
O  1.111  -0.774  -1.064  0.0696
O  1.104  -0.680  1.311  0.1097
H  -1.770  0.452  -0.978  -0.0046
H  -1.427  -1.316  -1.129  -0.0067
H  -2.105  -0.629  0.387  0.0027
H  1.585  1.574  -0.390  0.0138
H  0.576  1.526  0.941  0.0007
H  -0.096  1.617  -0.622  0.0067
H  2.034  -1.034  -1.098  0.0514
H  0.830  -1.580  1.676  -0.0006



# 4
The following is a DFT calculation (ωB97M-V with the def2-TZVPD basis set) of a gas-phase ion, C5H13N2S (charge -1) at a distorted geometry.

- SMILES: CCNC[C@@H](N)C[S-]
- Charge: -1
- Energy above the lowest of the compared OMol25 structures with the same formula, charge and spin: 20.6 kcal per mole
- F_max: 3.2 eV Å⁻¹
- LUMO level: 3.37 eV

Each line ends with the natural charge from an NBO analysis.
Positions of all 21 atoms, in Å:
C  0.932  -2.314  2.253  -0.6329
C  1.365  -1.365  1.109  -0.2167
N  0.312  -0.365  0.806  -0.6423
C  0.299  -0.040  -0.607  -0.2282
C  -0.473  1.344  -0.846  -0.0534
N  0.046  1.826  -2.135  -0.8710
C  -1.976  1.170  -0.890  -0.5313
S  -2.879  2.680  -1.557  -0.7647
H  -0.150  -2.211  2.347  0.2228
H  1.236  -1.932  3.232  0.1916
H  1.189  -3.356  2.085  0.2006
H  2.317  -0.955  1.439  0.1567
H  1.628  -1.883  0.193  0.1871
H  0.435  0.376  1.469  0.3562
H  1.283  0.223  -1.004  0.1737
H  -0.215  -0.772  -1.224  0.1805
H  -0.128  1.992  -0.041  0.1693
H  -0.505  1.428  -2.885  0.3551
H  -0.060  2.827  -2.234  0.3781
H  -2.252  0.389  -1.595  0.1752
H  -2.404  0.939  0.087  0.1938



# 5
The following is a DFT calculation (ωB97M-V with the def2-TZVPD basis set) of 2 unconnected molecules or ions with the total composition CH5NOS at a distorted geometry.

- Energy above the lowest of the compared OMol25 structures with the same formula, charge and spin: 84.4 kcal per mole
- F_max: 3.5 eV Å⁻¹
- LUMO level (spin up / spin down): -1.06 / -1.06 eV

Each line ends with the natural charge from an NBO analysis.
Positions of all 9 atoms, in Å:
C  -1.064  -1.041  0.462  -0.2764
N  0.989  1.364  -0.630  -0.9390
O  0.245  -1.538  0.194  -0.6081
S  1.805  0.177  0.214  0.5183
H  -1.561  -2.044  0.462  0.2160
H  -1.346  -0.311  -0.421  0.1620
H  -1.060  -0.460  1.406  0.1680
H  0.688  2.120  -0.139  0.3699
H  1.305  1.733  -1.547  0.3893



# 6
The following is a DFT calculation (ωB97M-V with the def2-TZVPD basis set) of a molecular structure, C6H10O.

- Energy above the lowest of the compared OMol25 structures with the same formula, charge and spin: 32.7 kcal per mole
- F_max: 0.9 eV Å⁻¹
- LUMO level: 0.96 eV

Each line ends with the natural charge from an NBO analysis.
Positions of all 17 atoms, in Å:
C  -1.374  -1.197  -0.437  -0.6081
C  -0.262  -0.181  -0.253  -0.0692
C  0.092  1.303  -0.674  -0.4167
C  0.933  1.183  0.629  0.0958
C  -0.254  0.356  1.173  -0.4263
O  1.937  0.234  0.285  -0.5244
C  1.155  -0.761  -0.384  -0.0794
H  -2.363  -0.765  -0.609  0.2189
H  -1.404  -1.668  0.566  0.2111
H  -1.178  -1.972  -1.187  0.2121
H  0.657  1.431  -1.601  0.2089
H  -0.707  2.047  -0.597  0.2123
H  1.386  2.024  1.157  0.2007
H  -1.129  0.995  1.333  0.2058
H  -0.239  -0.447  1.928  0.2024
H  1.468  -0.849  -1.436  0.1774
H  1.282  -1.734  0.106  0.1787